# 1
Formula: C2H4BrN
Source: the Open Molecules 2025 dataset
Level of theory: ωB97M-V/def2-TZVPD

Last column: natural (NBO) charge in e.
Element x y z (Å)
1 H 1.124 -0.367 -1.448  0.247
2 H 1.363 1.191 0.342  0.244
3 H -0.434 0.955 0.894  0.287
4 C 0.236 -0.251 -0.835  -0.356
5 Br -2.543 -0.953 1.785  -0.374
6 H -0.657 -0.408 -1.558  0.272
7 N 0.457 -0.787 0.472  0.029
8 C 0.456 0.622 0.348  -0.349

LUMO (spin up / spin down) = -3.993 / -4.002 eV
Relative energy (zero: lowest compared OMol25 entry of this formula, charge and spin) = 5.1226 eV
Frontier orbital gap (spin up / spin down) = 5.174 / 5.174 eV

=====

# 2
Formula: C2H4BrN
Source: the Open Molecules 2025 dataset
Level of theory: ωB97M-V/def2-TZVPD

Last column: natural (NBO) charge in e.
Element x y z (Å)
1 N 0.725 -0.012 0.339  -0.435
2 Br -1.809 0.197 -1.137  -0.010
3 H 0.602 0.546 -1.691  0.210
4 H -0.691 -1.325 0.652  0.154
5 C 0.340 -0.989 0.918  -0.043
6 H 0.940 -1.353 1.746  0.188
7 H -0.139 2.282 -0.046  0.156
8 C 0.033 0.655 -0.781  -0.220

LUMO = -0.162 eV
Relative energy (zero: lowest compared OMol25 entry of this formula, charge and spin) = 3.5785 eV
Frontier orbital gap = 9.404 eV

=====

# 3
Formula: C2H4BrN2P
Source: the Open Molecules 2025 dataset
Level of theory: ωB97M-V/def2-TZVPD

Last column: natural (NBO) charge in e.
Element x y z (Å)
1 N -1.944 2.152 -0.143  -0.737
2 P -0.477 2.478 0.125  0.999
3 Br -3.580 -0.331 0.063  0.229
4 C -0.810 -0.241 0.017  -0.293
5 N -1.993 0.254 -0.621  -0.379
6 H 1.097 0.598 0.637  0.244
7 H 0.759 0.774 -1.095  0.241
8 C 0.313 0.775 -0.098  -0.735
9 H -0.954 -0.534 1.064  0.190
10 H -0.516 -1.132 -0.549  0.242

LUMO (spin up / spin down) = -0.173 / -0.174 eV
Relative energy (zero: lowest compared OMol25 entry of this formula, charge and spin) = 0.8640 eV
Frontier orbital gap (spin up / spin down) = 8.813 / 8.813 eV

=====

# 4
Formula: C2H4BrNO3
Source: the Open Molecules 2025 dataset
Level of theory: ωB97M-V/def2-TZVPD

Last column: natural (NBO) charge in e.
Element x y z (Å)
1 O 0.423 0.230 -1.408  -0.589
2 C -1.150 1.535 0.511  0.731
3 C 0.803 -1.451 0.200  -0.464
4 N -0.208 -0.503 -0.342  0.128
5 H -0.185 0.291 -2.258  0.502
6 H 1.047 -2.078 -0.688  0.225
7 H 1.652 -0.897 0.437  0.200
8 Br -1.028 2.583 2.116  -0.009
9 O -0.374 0.493 0.788  -0.424
10 H 0.709 -2.047 1.141  0.239
11 O -1.689 1.845 -0.496  -0.539

LUMO = 0.580 eV
Structure (SMILES) = CN(O)OC(=O)Br
Relative energy (zero: lowest compared OMol25 entry of this formula, charge and spin) = 0.8001 eV
Frontier orbital gap = 10.888 eV

=====

# 5
Formula: C2H4CdLiO4
Source: the Open Molecules 2025 dataset
Level of theory: ωB97M-V/def2-TZVPD

Last column: natural (NBO) charge in e.
Element x y z (Å)
1 O -1.989 -0.311 0.674  0.140
2 H 2.083 -0.658 -0.273  0.313
3 Li 0.371 1.408 -3.760  0.996
4 O 1.858 0.912 -1.442  -0.086
5 C -1.667 -1.890 2.241  0.423
6 C 1.394 0.127 -0.603  0.406
7 O -1.282 -1.300 1.210  -0.127
8 H -2.647 -1.667 2.678  0.284
9 H -0.919 -2.569 2.662  0.284
10 H 0.395 0.310 -0.186  0.224
11 O 0.958 1.918 -1.912  -0.749
12 Cd 1.446 3.721 -1.289  1.890

LUMO (spin up / spin down) = -19.418 / -19.418 eV
Multiplicity = 2
Charge = +4
Frontier orbital gap (spin up / spin down) = 8.341 / 7.648 eV
⟨S²⟩ = 0.75

=====

# 6
Formula: C2H4Cl2N3S
Source: the Open Molecules 2025 dataset
Level of theory: ωB97M-V/def2-TZVPD

Last column: natural (NBO) charge in e.
Element x y z (Å)
1 S -0.762 -0.400 2.156  0.981
2 Cl 2.432 -1.357 -0.489  0.136
3 N 0.757 -0.228 1.345  -0.757
4 N -1.652 -0.994 1.075  -0.948
5 C -0.368 1.178 -1.231  0.038
6 C 1.107 -0.409 0.037  0.347
7 H 1.026 0.040 -1.976  0.475
8 H 1.396 -0.441 2.086  0.440
9 N 0.559 0.268 -0.971  -0.513
10 Cl -0.656 1.763 -2.837  0.136
11 H -1.140 1.390 -0.407  0.246
12 H -2.702 -0.811 1.212  0.419

LUMO (spin up / spin down) = -4.935 / -5.744 eV
Charge = +1
Relative energy (zero: lowest compared OMol25 entry of this formula, charge and spin) = 0.6621 eV
Frontier orbital gap (spin up / spin down) = 7.562 / 6.641 eV

=====

# 7
Formula: C2H4Cl2N5O15V2
Source: the Open Molecules 2025 dataset
Level of theory: ωB97M-V/def2-TZVPD

Last column: natural (NBO) charge in e.
Element x y z (Å)
1 N 3.819 -1.892 -0.921  0.738
2 O 3.303 -2.581 -1.848  -0.473
3 N -0.524 -2.993 -3.078  0.732
4 O -0.185 -2.334 1.679  -0.624
5 Cl -3.802 5.729 1.167  -0.073
6 H -1.674 3.949 0.940  0.223
7 O -1.051 -3.575 0.154  -0.275
8 C -2.161 3.973 -0.030  -0.394
9 O -1.352 -3.785 -3.370  -0.247
10 H -4.106 4.513 -0.840  0.236
11 Cl -1.238 5.078 -1.083  -0.045
12 V -0.309 -0.688 2.953  1.827
13 O 0.331 0.077 -0.809  -0.506
14 V 1.343 -1.468 -2.031  1.712
15 N 2.348 -1.190 3.114  0.730
16 O 3.081 -0.868 -0.786  -0.509
17 O 3.467 -1.554 3.053  -0.188
18 H -2.047 3.046 -0.593  0.208
19 O 4.860 -2.119 -0.404  -0.257
20 N -0.021 0.876 0.078  0.767
21 O -0.531 0.361 1.153  -0.628
22 H -4.158 3.507 0.624  0.222
23 O 0.818 -2.538 -0.222  -0.508
24 O -0.786 -1.800 -2.678  -0.503
25 O 0.712 -3.172 -3.172  -0.466
26 N -0.112 -2.901 0.523  0.769
27 C -3.606 4.282 0.097  -0.377
28 O 1.452 -1.553 3.957  -0.462
29 O 1.810 -0.405 2.280  -0.377
30 O 0.320 2.026 0.093  -0.254

LUMO (spin up / spin down) = -8.569 / -6.772 eV
Multiplicity = 5
Charge = +1
Relative energy (zero: lowest compared OMol25 entry of this formula, charge and spin) = 0.0000 eV
Frontier orbital gap (spin up / spin down) = 4.193 / 5.990 eV
⟨S²⟩ = 6.28

=====

# 8
Formula: C2H4Cl2S
Source: the Open Molecules 2025 dataset
Level of theory: ωB97M-V/def2-TZVPD

Last column: natural (NBO) charge in e.
Element x y z (Å)
1 H 1.581 -0.396 0.909  0.238
2 H -2.821 -2.553 -0.265  0.146
3 H 2.102 1.204 0.275  0.247
4 H 1.484 -0.010 -0.847  0.236
5 C -0.051 0.868 0.417  -0.166
6 Cl -0.454 2.321 -0.417  0.033
7 S -1.931 -1.684 -1.016  -0.400
8 Cl -1.251 -0.170 0.721  0.352
9 C 1.342 0.419 0.223  -0.686

LUMO (spin up / spin down) = -1.003 / -0.618 eV
Relative energy (zero: lowest compared OMol25 entry of this formula, charge and spin) = 3.4286 eV
Frontier orbital gap (spin up / spin down) = 7.303 / 7.918 eV

=====

# 9
Formula: C2H4Cl3P
Source: the Open Molecules 2025 dataset
Level of theory: ωB97M-V/def2-TZVPD

Last column: natural (NBO) charge in e.
Element x y z (Å)
1 Cl 2.059 0.348 1.674  0.001
2 P -1.251 0.378 -1.489  0.197
3 C -0.451 0.439 0.666  -0.339
4 H -0.499 1.453 1.024  0.225
5 Cl -1.237 -0.587 1.841  0.031
6 H -1.992 -0.831 -1.565  -0.009
7 H -0.035 -0.281 -1.866  -0.031
8 C 0.902 0.029 0.377  -0.312
9 H 1.402 0.745 -0.470  0.260
10 Cl 1.103 -1.693 -0.192  -0.022

LUMO (spin up / spin down) = 0.615 / -3.226 eV
Multiplicity = 3
Relative energy (zero: lowest compared OMol25 entry of this formula, charge and spin) = 0.9944 eV
Frontier orbital gap (spin up / spin down) = 6.922 / 7.283 eV
⟨S²⟩ = 2.01

=====

# 10
Formula: C2H4Cl4Si2
Source: the Open Molecules 2025 dataset
Level of theory: ωB97M-V/def2-TZVPD

Last column: natural (NBO) charge in e.
Element x y z (Å)
1 H 0.362 -1.353 1.972  -0.147
2 H -1.374 1.206 2.482  0.207
3 H 1.889 0.415 1.472  -0.164
4 C 0.750 -0.221 -0.654  -0.921
5 Si -0.955 -0.543 -1.486  1.196
6 Cl 1.255 1.438 -1.267  -0.046
7 Cl 2.073 -1.273 -1.129  0.009
8 C -0.851 1.038 1.522  -0.771
9 Cl -1.071 0.197 -3.306  -0.341
10 Cl -1.284 -2.521 -1.596  -0.360
11 Si 0.590 -0.058 1.280  1.115
12 H -1.382 1.675 0.710  0.222

LUMO (spin up / spin down) = -1.167 / -1.484 eV
Relative energy (zero: lowest compared OMol25 entry of this formula, charge and spin) = 0.9152 eV
Frontier orbital gap (spin up / spin down) = 7.155 / 8.122 eV

=====

# 11
Formula: C2H4ClFN2OS
Source: the Open Molecules 2025 dataset
Level of theory: ωB97M-V/def2-TZVPD

Last column: natural (NBO) charge in e.
Element x y z (Å)
1 H -1.851 -1.376 -0.606  0.215
2 C -1.465 -0.522 -0.071  0.177
3 Cl -2.146 0.933 -0.863  -0.059
4 N 0.627 -1.385 -0.730  -0.060
5 S 1.390 1.857 -0.019  0.191
6 O 1.988 -1.383 -0.654  -0.512
7 H 2.221 -0.772 0.044  0.462
8 F -1.920 -0.521 1.228  -0.341
9 H 0.312 2.405 -0.589  0.104
10 N 0.683 0.485 0.746  -0.818
11 C 0.028 -0.476 -0.060  0.228
12 H 0.134 0.755 1.573  0.412

LUMO = 0.373 eV
Structure (SMILES) = O/N=C(\NS)[C@@H](F)Cl
Relative energy (zero: lowest compared OMol25 entry of this formula, charge and spin) = 0.0000 eV
Frontier orbital gap = 10.389 eV

=====

# 12
Formula: C2H4ClFN2OS
Source: the Open Molecules 2025 dataset
Level of theory: ωB97M-V/def2-TZVPD

Last column: natural (NBO) charge in e.
Element x y z (Å)
1 H 0.705 -2.571 -0.954  0.486
2 O 0.181 -2.353 -0.148  -0.565
3 H 1.318 -1.364 1.260  0.379
4 N 0.185 0.957 1.088  -0.552
5 F -2.143 0.634 -0.284  -0.311
6 C -1.151 -0.213 -0.535  0.201
7 H 1.262 2.235 2.474  0.130
8 N 0.867 -1.187 0.328  -0.339
9 C -0.008 -0.116 0.422  0.296
10 H -1.568 -1.201 -0.560  0.207
11 S 1.677 1.109 1.920  0.152
12 Cl -0.655 0.108 -2.261  -0.084

LUMO = 0.513 eV
Structure (SMILES) = ON/C(=N\S)[C@@H](F)Cl
Relative energy (zero: lowest compared OMol25 entry of this formula, charge and spin) = 0.3368 eV
Frontier orbital gap = 9.532 eV

=====

# 13
Formula: C2H4ClFO2
Source: the Open Molecules 2025 dataset
Level of theory: ωB97M-V/def2-TZVPD

Last column: natural (NBO) charge in e.
Element x y z (Å)
1 F 2.125 0.882 -1.248  -0.297
2 O 0.117 0.387 0.582  -0.674
3 H -1.027 -0.129 -1.037  0.138
4 H -1.535 -0.683 0.591  0.179
5 H 2.508 2.177 0.707  0.526
6 Cl 2.702 -1.192 0.112  0.109
7 O 2.845 1.276 0.841  -0.637
8 C 2.307 0.438 -0.003  0.760
9 C -0.666 -0.501 -0.065  -0.248
10 H -0.175 -1.481 -0.202  0.144

LUMO (spin up / spin down) = -0.111 / -0.346 eV
Relative energy (zero: lowest compared OMol25 entry of this formula, charge and spin) = 3.2976 eV
Frontier orbital gap (spin up / spin down) = 8.774 / 8.141 eV

=====

# 14
Formula: C2H4ClFO2
Source: the Open Molecules 2025 dataset
Level of theory: ωB97M-V/def2-TZVPD

Last column: natural (NBO) charge in e.
Element x y z (Å)
1 Cl 1.805 -0.960 -0.064  -0.072
2 O -0.908 -1.545 0.094  -0.716
3 H 0.784 1.498 -1.281  0.503
4 C 0.959 0.526 0.411  0.077
5 H -1.761 -0.046 1.055  0.156
6 C -1.090 -0.227 0.276  0.437
7 H 0.884 0.655 1.435  0.188
8 F -1.453 0.374 -0.976  -0.404
9 H -0.291 -1.882 -0.607  0.507
10 O 1.070 1.607 -0.343  -0.677

LUMO = 0.735 eV
Relative energy (zero: lowest compared OMol25 entry of this formula, charge and spin) = 2.4226 eV
Frontier orbital gap = 9.380 eV

=====

# 15
Formula: C2H4ClN
Source: the Open Molecules 2025 dataset
Level of theory: ωB97M-V/def2-TZVPD

Last column: natural (NBO) charge in e.
Element x y z (Å)
1 N 1.688 -0.728 0.583  -0.728
2 C 0.775 -0.286 -0.004  0.290
3 H 2.249 -1.291 1.175  0.444
4 Cl -2.431 -0.368 0.198  -0.144
5 H -0.807 0.150 -1.317  0.229
6 H -1.649 1.719 -0.850  0.212
7 C -1.643 0.692 -1.129  -0.500
8 H -2.314 0.585 -2.025  0.198

LUMO = 1.123 eV
Relative energy (zero: lowest compared OMol25 entry of this formula, charge and spin) = 1.6782 eV
Frontier orbital gap = 11.464 eV

=====

# 16
Formula: C2H4ClN2S2
Source: the Open Molecules 2025 dataset
Level of theory: ωB97M-V/def2-TZVPD

Last column: natural (NBO) charge in e.
Element x y z (Å)
1 S -0.498 -1.667 2.400  0.386
2 H -1.879 0.054 -1.101  0.240
3 H -0.335 0.181 -1.951  0.277
4 H -0.900 1.511 -0.955  0.280
5 N 1.120 0.148 0.288  -0.788
6 N -0.857 -0.911 1.007  -0.724
7 C -0.131 -0.137 0.152  0.599
8 H -1.824 -1.041 0.691  0.430
9 S 2.509 0.222 0.925  1.047
10 C -0.860 0.425 -1.028  -0.682
11 Cl 3.654 1.215 -0.428  -0.064

LUMO (spin up / spin down) = -4.507 / -7.995 eV
Multiplicity = 3
Charge = +1
Relative energy (zero: lowest compared OMol25 entry of this formula, charge and spin) = 0.0000 eV
Frontier orbital gap (spin up / spin down) = 8.856 / 6.000 eV
⟨S²⟩ = 2.01

=====

# 17
Formula: C2H4ClN3O
Source: the Open Molecules 2025 dataset
Level of theory: ωB97M-V/def2-TZVPD

Last column: natural (NBO) charge in e.
Element x y z (Å)
1 O -0.962 0.716 0.158  -0.582
2 Cl -2.897 3.219 1.035  -0.263
3 N 1.179 0.269 -0.703  -0.505
4 N 2.012 -0.808 -0.745  0.048
5 C -0.055 -0.057 -0.127  0.650
6 H 1.602 1.243 -0.953  0.437
7 H -0.516 -2.343 -0.120  0.260
8 H 0.205 -1.650 1.302  0.256
9 C 0.164 -1.582 0.234  -0.400
10 H -2.235 2.753 0.124  0.262
11 N 1.503 -1.760 -0.204  -0.164

LUMO = 0.495 eV
Structure (SMILES) = O=C1CN=NN1.Cl
Relative energy (zero: lowest compared OMol25 entry of this formula, charge and spin) = 0.3381 eV
Frontier orbital gap = 10.304 eV

=====

# 18
Formula: C2H4ClN3O3
Source: the Open Molecules 2025 dataset
Level of theory: ωB97M-V/def2-TZVPD

Last column: natural (NBO) charge in e.
Element x y z (Å)
1 N 1.072 1.996 -1.436  -0.622
2 H 0.416 1.281 -1.940  0.365
3 H -1.094 -2.593 0.118  0.250
4 H 0.592 2.799 -1.074  0.372
5 C -1.073 -1.508 -0.135  -0.098
6 N -0.997 -0.570 0.773  0.340
7 H -1.080 -0.269 2.758  0.517
8 Cl -0.809 -1.119 -1.795  0.035
9 O -1.030 -1.055 2.055  -0.535
10 C 1.637 0.077 -0.051  0.805
11 O -1.006 0.695 0.681  -0.501
12 O 1.829 -0.961 0.410  -0.540
13 N 1.542 1.228 -0.363  -0.388

LUMO = 0.407 eV
Structure (SMILES) = [O-]/[N+](O)=C\Cl.NN=C=O
Relative energy (zero: lowest compared OMol25 entry of this formula, charge and spin) = 3.3491 eV
Frontier orbital gap = 9.160 eV

=====

# 19
Formula: C2H4ClNO
Source: the Open Molecules 2025 dataset
Level of theory: ωB97M-V/def2-TZVPD

Last column: natural (NBO) charge in e.
Element x y z (Å)
1 Cl 3.613 -0.075 -0.066  0.057
2 H -0.834 0.350 0.919  0.281
3 H -0.641 0.867 -0.917  0.289
4 C 0.419 -0.638 -0.023  0.556
5 O 2.500 1.086 0.209  -0.580
6 N 1.283 -1.421 0.057  -0.459
7 H -1.557 -0.535 -0.189  0.271
8 C -0.737 0.138 -0.091  -0.747
9 H 2.408 -1.193 -0.001  0.333

LUMO (spin up / spin down) = 0.302 / -0.508 eV
Multiplicity = 3
Relative energy (zero: lowest compared OMol25 entry of this formula, charge and spin) = 3.3107 eV
Frontier orbital gap (spin up / spin down) = 5.260 / 8.540 eV
⟨S²⟩ = 2.01

=====

# 20
Formula: C2H4ClNO2
Source: the Open Molecules 2025 dataset
Level of theory: ωB97M-V/def2-TZVPD

Last column: natural (NBO) charge in e.
Element x y z (Å)
1 Cl 2.626 -0.375 0.578  0.083
2 O -0.648 0.108 -1.021  -0.502
3 C 0.986 0.152 2.459  0.398
4 H -0.009 -0.246 -2.864  0.107
5 H 0.076 -0.183 3.040  0.204
6 O 1.699 1.198 2.831  -0.653
7 N 1.240 -0.643 1.508  -0.510
8 C 0.255 -0.101 -1.780  0.258
9 H 2.556 1.131 2.158  0.490
10 H 1.274 -0.132 -1.377  0.124

LUMO = 0.569 eV
Structure (SMILES) = O/C=N\Cl.C=O
Relative energy (zero: lowest compared OMol25 entry of this formula, charge and spin) = 2.4743 eV
Frontier orbital gap = 10.263 eV